Run one
The following is a quantum chemistry calculation of the ion C8H12NO with charge +1, from the OMol25 dataset.

The HOMO-LUMO gap is 8.572 eV. The spin multiplicity is 1. As for the charge: +1.

The geometry in XYZ format:
```
22
C8H12NO, DFT wB97M-V/def2-TZVPD
C -2.926 -0.920 1.145
C -2.015 -0.383 0.577
C -0.999 0.384 0.059
O -1.276 1.629 -0.131
C -2.573 2.078 -0.027
N 0.416 -0.195 -0.050
C 1.566 0.710 -0.589
C 2.463 -0.371 -1.036
C 2.233 -1.389 0.112
C 0.712 -1.434 0.344
H -3.944 -1.209 1.439
H -2.764 2.336 1.078
H -3.219 1.184 -0.228
H -2.874 2.953 -0.692
H 2.014 1.192 0.305
H 1.283 1.472 -1.341
H 3.532 -0.054 -1.046
H 2.205 -0.863 -1.958
H 2.712 -2.280 -0.045
H 2.675 -0.917 0.961
H 0.235 -2.146 -0.297
H 0.543 -1.776 1.423
```

***

Run two
The following is a quantum chemistry calculation of the ion C8H12NO with charge +1, from the OMol25 dataset.

The HOMO-LUMO gap is 8.774 eV. The spin multiplicity is 1. As for the charge: +1.

The geometry in XYZ format:
```
22
C8H12NO, DFT wB97M-V/def2-TZVPD
C -1.483 -0.149 1.274
C -0.254 -0.671 1.198
C -1.846 0.294 -0.084
C 0.169 -0.561 -0.253
C -3.136 0.909 -0.436
C 0.757 -1.759 -0.943
C 2.799 0.319 0.147
C 1.405 0.686 0.002
N -0.901 0.071 -0.927
O 0.944 1.855 0.062
H -2.123 -0.063 2.132
H 0.348 -1.119 1.966
H -3.205 1.906 0.003
H -3.954 0.317 -0.029
H -3.232 0.987 -1.514
H 1.630 -2.140 -0.423
H 1.004 -1.507 -1.972
H -0.001 -2.542 -0.963
H 3.431 1.172 0.400
H 3.153 -0.123 -0.789
H 2.923 -0.467 0.897
H 1.572 2.585 0.250
```

***

It is run one that is the least stable of them.

***

Run one
The following is a quantum chemistry calculation of the ion C8H12NO with charge +1, from the OMol25 dataset.

The HOMO-LUMO gap is 7.140 eV. The spin multiplicity is 1. As for the charge: +1.

The geometry in XYZ format:
```
22
C8H12NO, DFT wB97M-V/def2-TZVPD
C -1.744 -0.144 0.967
C -0.539 0.188 0.146
C -0.105 1.448 -0.080
C -0.796 2.615 0.350
C -0.016 3.717 -0.170
C 0.876 3.068 -1.040
O 0.934 1.711 -0.910
N 0.490 -1.068 -0.148
C 0.036 -2.392 -0.416
C 1.778 -0.709 -0.517
H -1.955 -1.298 0.915
H -2.694 0.437 0.642
H -1.645 0.139 2.011
H -1.621 2.557 1.045
H -0.332 4.749 -0.222
H 1.669 3.521 -1.664
H -0.988 -2.566 0.043
H 0.535 -3.231 0.115
H 0.000 -2.765 -1.406
H 2.463 -1.614 -0.551
H 2.185 0.175 0.176
H 1.705 -0.288 -1.593
```

***

Run two
The following is a quantum chemistry calculation of the ion C8H12NO with charge +1, from the OMol25 dataset.

The HOMO-LUMO gap is 9.961 eV. The spin multiplicity is 1. As for the charge: +1.

The geometry in XYZ format:
```
22
C8H12NO, DFT wB97M-V/def2-TZVPD
C -4.341 -0.336 -0.982
C -3.211 -0.218 -0.289
C -2.062 0.061 0.294
C -0.836 -0.449 -0.107
N 0.344 0.058 0.227
C 0.684 1.018 1.191
C 2.192 1.416 0.963
C 1.436 -0.758 -0.520
C 0.668 -1.795 -1.320
O -0.767 -1.523 -0.965
H -4.416 0.361 -1.822
H -5.108 -1.027 -0.638
H -2.127 0.807 1.152
H 0.163 1.933 1.075
H 0.516 0.547 2.197
H 2.377 1.530 -0.086
H 2.404 2.399 1.567
H 2.832 0.583 1.283
H 2.176 -1.027 0.212
H 2.067 -0.209 -1.215
H 0.625 -1.523 -2.368
H 0.945 -2.794 -1.150
```

***

It is run one that is the least stable of them.

***

Run one
The following is a quantum chemistry calculation of the ion C8H12NO with charge +1, from the OMol25 dataset.

The HOMO-LUMO gap is 9.682 eV. The spin multiplicity is 1. As for the charge: +1.

The geometry in XYZ format:
```
22
C8H12NO, DFT wB97M-V/def2-TZVPD
C 0.250 2.732 0.753
C -0.033 1.501 -0.141
O -0.439 1.612 -1.258
C 0.035 -0.010 0.471
C 1.574 -0.513 0.667
C 1.974 -1.001 -0.733
C 1.190 -1.976 -1.072
C -0.135 -2.133 -0.867
N -0.724 -0.808 -0.556
C -2.179 -0.969 -0.328
H 0.243 2.625 1.855
H -0.353 3.639 0.647
H 1.348 3.079 0.512
H -0.407 -0.100 1.482
H 1.690 -1.353 1.366
H 2.176 0.455 1.009
H 2.750 -0.599 -1.382
H -0.538 -3.008 -0.421
H -0.687 -0.180 -1.383
H -2.684 -0.999 -1.319
H -2.403 -1.863 0.412
H -2.650 -0.131 0.285
```

***

Run two
The following is a quantum chemistry calculation of the ion C8H12NO with charge +1, from the OMol25 dataset.

The HOMO-LUMO gap (alpha / beta) is 7.216 / 6.548 eV. The spin multiplicity is 1. As for the charge: +1.

The geometry in XYZ format:
```
22
C8H12NO, DFT wB97M-V/def2-TZVPD
C 2.707 -0.629 0.065
C 1.759 0.444 0.232
O 1.974 1.723 0.420
C -0.062 0.335 -0.253
C -0.708 1.656 -0.429
C -2.058 1.660 0.182
C -2.755 0.482 0.304
C -2.075 -0.708 0.067
N -0.717 -0.794 -0.012
C -0.079 -2.048 -0.172
H 3.391 -0.590 -0.832
H 3.364 -0.434 0.862
H 2.254 -1.630 0.142
H 2.830 1.863 0.723
H -0.760 1.760 -1.599
H -0.132 2.610 -0.075
H -2.586 2.596 0.410
H -3.848 0.562 0.583
H -2.576 -1.689 0.128
H 0.650 -1.973 -0.959
H -0.908 -2.790 -0.469
H 0.333 -2.406 0.681
```

***

It is run two that is the least stable of them.